15
Properties=species:S:1:pos:R:3:mulliken_charge:R:1 method="wB97M-V/def2-TZVPD" spin_multiplicity=3 gap_ev="6.3 / 6.0" largest_force_ha_per_bohr=0.1321 total_energy_ev=-22713.9660 s2=2.017 charge=+1
C 0.7843 -1.9184 0.0790 -0.069
C -0.4083 -1.2982 -0.1116 -0.084
C 2.4003 -0.3224 0.1903 0.329
C 0.2691 1.0085 -0.0451 -0.109
N 2.0198 -1.4391 0.2479 -0.336
N -0.6719 0.0594 -0.1793 0.418
N -0.0500 2.2326 0.1357 -0.210
N -2.1057 0.2901 0.0367 -0.707
Cl 3.6878 0.6517 -0.0108 -0.043
H 0.8663 -3.0709 0.1645 0.344
H -1.2892 -1.8577 -0.4305 0.356
H 0.7343 2.8544 0.4046 0.298
H -1.0067 2.6866 0.1136 0.270
H -2.6384 -0.5824 0.1107 0.279
H -2.5918 0.7058 -0.7056 0.266



13
Properties=species:S:1:pos:R:3:mulliken_charge:R:1 method="wB97M-V/def2-TZVPD" spin_multiplicity=1 gap_ev=9.6 largest_force_ha_per_bohr=0.0718 e_above_lowest_kcal_mol=93.90 total_energy_ev=-20301.8062 smiles="N=C=CO.C=CCl"
N -2.2961 2.1321 -1.1085 -0.566
C -1.1145 1.7331 -1.2592 0.659
C 0.0565 1.2588 -1.5505 -0.464
O 0.3174 -0.1135 -1.4874 -0.430
H -2.9249 1.9639 -1.8965 0.263
H 0.9363 1.8895 -2.0311 0.254
H 0.9629 -0.4224 -0.8462 0.270
C 1.0990 -1.0085 2.1450 -0.555
C 0.1842 -1.7317 1.4681 0.003
Cl 0.7795 -2.4572 0.0382 -0.201
H 0.8597 -0.5542 3.0795 0.256
H 2.0565 -0.7915 1.6705 0.225
H -0.9166 -1.8985 1.7779 0.285



14
Properties=species:S:1:pos:R:3:mulliken_charge:R:1 method="wB97M-V/def2-TZVPD" spin_multiplicity=1 gap_ev=9.1 largest_force_ha_per_bohr=0.0850 e_above_lowest_kcal_mol=58.77 total_energy_ev=-31138.3901 smiles="O=CN/C(=C/Cl)CS"
O -2.0867 -1.1389 0.7029 -0.567
C -2.0263 -0.3188 -0.2349 0.101
N -1.0114 0.6017 -0.4383 -0.234
C 0.4100 0.5547 0.0144 0.165
C 1.1889 1.5281 -0.6182 -0.255
Cl 2.8222 1.6481 -0.1855 -0.180
C 0.9087 -0.5740 0.9084 -0.720
S 1.1145 -2.0200 -0.1879 -0.194
H -2.8475 -0.1813 -0.9487 0.334
H -1.0950 1.0281 -1.4795 0.270
H 0.8681 2.2788 -1.3230 0.349
H -0.0155 -0.6830 1.4720 0.316
H 1.7707 -0.1322 1.5356 0.412
H -0.0008 -2.5914 0.7827 0.202



14
Properties=species:S:1:pos:R:3:mulliken_charge:R:1 method="wB97M-V/def2-TZVPD" spin_multiplicity=1 gap_ev=9.5 largest_force_ha_per_bohr=0.0608 e_above_lowest_kcal_mol=50.81 total_energy_ev=-31138.7355
C -1.3506 -2.1427 0.3432 0.166
C 1.1258 -0.7654 0.0998 -1.480
C -0.1819 -0.0740 -0.1518 -0.428
C -1.3447 -0.7462 0.4851 -0.047
N -1.2332 -3.2670 0.2034 -0.405
O -2.9801 -0.2439 -1.5317 -0.437
S -3.1330 -0.1615 -0.1295 0.559
Cl -3.3491 1.8599 0.4191 -0.232
H 1.3782 -1.1341 1.1365 0.311
H 1.2402 -1.5780 -0.5322 0.443
H 1.8451 -0.0983 -0.2395 0.458
H -0.2202 0.0580 -1.1652 0.361
H -0.1524 0.8365 0.3526 0.377
H -1.4592 -0.4630 1.5427 0.355